A structure of composition C38H26AgBr2F2N5O, computed with ωB97M-V/def2-TZVPD.

Geometry as ORCA input:
```
! wB97M-V def2-TZVPD RIJCOSX def2/J DEFGRID3
* xyz -2 1
Ag 0.877 -0.032 -0.779
Br -6.852 -4.600 1.200
C -5.950 -3.460 2.430
C -5.670 -2.150 2.076
C -5.017 -1.320 2.975
C -4.651 -1.778 4.249
C -4.953 -3.103 4.571
C -5.589 -3.946 3.672
N -4.178 -0.952 5.296
N -3.402 0.046 5.105
C -2.557 0.211 4.046
C -2.206 1.560 3.811
C -1.568 1.984 2.685
C -1.189 1.062 1.641
O -0.771 1.444 0.547
C -1.289 -0.395 2.006
N -0.663 -1.266 1.193
C -0.636 -2.536 1.518
C -1.199 -3.025 2.702
C -1.851 -2.152 3.533
C -1.949 -0.792 3.186
H -5.943 -1.780 1.097
H -4.788 -0.303 2.685
H -4.678 -3.463 5.556
H -5.802 -4.974 3.937
H -2.542 2.277 4.554
H -1.371 3.034 2.512
H -0.124 -3.197 0.822
H -1.114 -4.074 2.954
H -2.277 -2.497 4.465
F 3.388 0.280 4.190
C 3.535 0.365 2.834
C 2.449 0.172 2.011
C 2.573 0.230 0.613
C 3.870 0.494 0.102
C 4.920 0.709 0.982
F 6.172 1.032 0.515
C 4.797 0.652 2.356
C 4.100 0.509 -1.380
C 5.277 0.022 -1.961
C 5.406 0.017 -3.337
C 4.363 0.499 -4.114
C 3.232 0.957 -3.455
N 3.097 0.958 -2.135
H 1.486 -0.022 2.478
H 5.638 0.834 3.010
H 6.068 -0.360 -1.333
H 6.307 -0.371 -3.799
H 4.418 0.520 -5.195
H 2.386 1.344 -4.016
N -0.571 2.521 -2.179
C 0.521 3.340 -2.372
C 1.208 3.880 -1.276
C 2.288 4.723 -1.470
C 2.715 5.066 -2.752
C 2.035 4.536 -3.841
C 0.951 3.687 -3.659
H -0.737 1.840 -2.904
H -0.647 2.099 -1.260
H 0.906 3.583 -0.278
H 2.821 5.101 -0.605
H 3.571 5.713 -2.896
H 2.354 4.779 -4.849
H 0.433 3.270 -4.517
Br -2.376 -3.855 -5.624
C -1.524 -2.711 -4.338
C -2.018 -2.646 -3.047
C -1.373 -1.814 -2.128
C -0.237 -1.038 -2.426
C 0.190 -1.154 -3.760
C -0.423 -1.967 -4.718
H -2.886 -3.228 -2.757
H -1.795 -1.771 -1.128
H 1.061 -0.595 -4.092
H -0.048 -2.019 -5.733
*
```

Summary:
electronic energy = -7307.4096 Ha
relative energy (zero: lowest compared OMol25 entry of this formula, charge and spin) = 0.00 kcal per mole
LUMO energy = 3.792 eV
Kohn-Sham gap = 5.504 eV

Results of the Mulliken charge analysis, in e, for atoms 1 through 2: atom 1 (Ag): -0.99, atom 2 (Br): -0.24

=====

A structure of composition C3CdO3 in a non-equilibrium geometry, computed with ωB97M-V/def2-TZVPD.

Geometry as ORCA input:
```
! wB97M-V def2-TZVPD RIJCOSX def2/J DEFGRID3
* xyz 1 2
C -0.939 0.286 0.557
C -2.081 0.142 -0.146
O -3.209 0.149 -0.481
O 2.503 0.141 -0.406
O -0.694 -1.037 0.484
C 3.348 0.128 -1.164
Cd 1.072 0.190 1.157
*
```

Summary:
electronic energy = -507.2853 Ha
expectation value of S² = 0.759
LUMO energy (spin up / spin down) = -7.332 / -7.280 eV
Kohn-Sham gap (spin up / spin down) = 5.392 / 6.728 eV

Results of the Mulliken charge analysis, in e, for atoms 1 through 2: atom 1 (C): -0.57, atom 2 (C): 1.14

=====

A cluster of 2 separate species, C3H4ClNO in total in a non-equilibrium geometry, computed with ωB97M-V/def2-TZVPD.

Geometry as ORCA input:
```
! wB97M-V def2-TZVPD RIJCOSX def2/J DEFGRID3
* xyz 0 1
C -0.483 0.224 0.707
C 0.117 -0.269 -0.681
C 0.164 -1.501 -1.137
H 0.498 2.340 0.713
H -0.110 1.622 2.087
H 0.390 -2.057 -0.193
H 0.449 -2.026 -2.008
N -0.581 1.487 0.974
O -0.831 -0.698 1.474
Cl 0.388 0.878 -1.935
*
```

Summary:
electronic energy = -706.7518 Ha
relative energy (zero: lowest compared OMol25 entry of this formula, charge and spin) = 94.04 kcal per mole
LUMO energy = -0.524 eV
Kohn-Sham gap = 9.203 eV

Results of the Mulliken charge analysis, in e, for atoms 1 through 2: atom 1 (C): 0.49, atom 2 (C): 0.19

=====

A structure of composition C19H43P3SSeW in a non-equilibrium geometry, computed with ωB97M-V/def2-TZVPD.

Geometry as ORCA input:
```
! wB97M-V def2-TZVPD RIJCOSX def2/J DEFGRID3
* xyz 4 3
W 0.345 -0.503 0.385
P 0.645 -2.739 1.133
P 2.151 -0.760 -1.211
P -1.458 -0.275 2.119
H -1.058 5.523 -3.252
C -1.001 5.950 -2.238
C -0.398 5.332 -1.207
H 0.211 4.418 -1.249
C -0.424 -3.728 0.009
C 2.317 -3.448 0.978
C 0.119 -3.340 2.773
C 2.243 0.658 -2.351
C 3.918 -1.004 -0.780
C 1.863 -2.185 -2.321
C -2.229 1.373 1.956
C -1.146 -0.436 3.922
C -2.814 -1.480 1.856
H -1.410 6.975 -2.112
H -0.495 5.860 -0.249
H -0.308 -4.784 0.287
H -0.129 -3.587 -1.038
H -1.477 -3.437 0.133
H 2.274 -4.503 1.296
H 3.011 -2.911 1.643
H 2.682 -3.407 -0.057
H 0.253 -4.434 2.803
H -0.941 -3.119 2.954
H 0.741 -2.892 3.560
H 2.824 0.363 -3.236
H 2.735 1.513 -1.868
H 1.241 0.977 -2.665
H 4.471 -1.271 -1.694
H 4.058 -1.810 -0.053
H 4.342 -0.088 -0.359
H 2.598 -2.074 -3.129
H 0.846 -2.162 -2.733
H 2.020 -3.157 -1.836
H -3.214 1.412 2.449
H -2.348 1.627 0.894
H -1.573 2.129 2.410
H -2.070 -0.233 4.488
H -0.369 0.270 4.241
H -0.812 -1.444 4.190
H -3.657 -1.167 2.483
H -2.534 -2.504 2.127
H -3.132 -1.480 0.805
C -2.444 0.537 -2.306
C -1.993 1.857 -2.214
C -2.773 2.868 -2.776
C -3.972 2.556 -3.440
C -4.399 1.218 -3.551
C -3.622 0.191 -2.987
Se -1.478 -0.865 -1.250
H -0.365 0.462 -0.908
H -1.070 2.128 -1.688
H -2.415 3.895 -2.677
H -4.545 3.387 -3.863
H -5.333 0.963 -4.065
H -3.949 -0.855 -3.046
C 2.398 -0.168 2.896
S 1.650 1.000 1.696
C 3.225 1.835 1.155
H 1.677 -0.902 3.259
H 2.691 0.466 3.738
H 3.276 -0.670 2.476
H 3.361 2.565 1.963
H 4.093 1.169 1.136
H 3.075 2.344 0.199
*
```

Summary:
electronic energy = -4638.8047 Ha
expectation value of S² = 2.481
LUMO energy (spin up / spin down) = -14.847 / -16.319 eV
Kohn-Sham gap (spin up / spin down) = 5.415 / 2.424 eV

Results of the Mulliken charge analysis, in e, for atoms 1 through 2: atom 1 (W): 0.31, atom 2 (P): 0.78

=====

A cluster of 3 separate species, C6H14O2 in total, computed with ωB97M-V/def2-TZVPD.

Geometry as ORCA input:
```
! wB97M-V def2-TZVPD RIJCOSX def2/J DEFGRID3
* xyz 0 1
C 0.400 -0.693 -1.550
C 0.805 -2.099 -1.141
C 0.695 0.341 -0.499
C 1.233 1.515 -0.807
O -1.029 -0.747 -1.809
H -1.286 0.121 -2.142
H 0.914 -0.436 -2.493
H 0.805 -0.128 1.032
H 1.874 -2.137 -0.927
H 0.576 -2.812 -1.935
H 0.258 -2.398 -0.244
H 1.420 2.284 -0.060
H 1.545 1.775 -1.825
C -1.299 0.178 1.320
C -1.336 1.636 1.532
O 0.698 -0.391 2.059
H 0.850 -1.345 2.125
H -1.536 -0.444 2.170
H -1.498 -0.246 0.347
H -1.169 2.192 0.614
H -2.321 1.892 1.953
H -0.599 1.942 2.277
*
```

Summary:
electronic energy = -387.2898 Ha
relative energy (zero: lowest compared OMol25 entry of this formula, charge and spin) = 136.63 kcal per mole
LUMO energy (spin up / spin down) = -0.655 / -0.653 eV
Kohn-Sham gap (spin up / spin down) = 6.892 / 6.896 eV

Results of the Mulliken charge analysis, in e, for atoms 1 through 2: atom 1 (C): 0.41, atom 2 (C): -1.44

=====

The ion C19H26N3O2 with charge +1, computed with ωB97M-V/def2-TZVPD.

Geometry as ORCA input:
```
! wB97M-V def2-TZVPD RIJCOSX def2/J DEFGRID3
* xyz 1 1
C -4.207 -2.245 -1.628
C -4.553 -1.097 -0.732
C -5.708 -0.357 -0.913
C -6.026 0.697 -0.071
C -5.177 1.015 0.970
C -4.012 0.290 1.170
C -3.695 -0.761 0.325
O -2.578 -1.569 0.427
C -1.560 -1.308 1.349
C -0.410 -0.523 0.690
O 0.766 -0.563 1.501
H 0.954 -1.472 1.767
C -0.783 0.957 0.467
N 0.221 1.813 -0.110
C 0.703 1.538 -1.431
C 1.932 0.585 -1.442
N 2.560 0.600 -0.099
H 1.900 0.084 0.571
C 3.798 -0.168 -0.060
N 3.643 -1.351 0.506
C 4.693 -2.149 0.592
C 5.945 -1.788 0.112
C 6.094 -0.543 -0.480
C 4.992 0.300 -0.576
H 5.077 1.273 -1.031
H 7.050 -0.227 -0.865
H 6.779 -2.463 0.200
H 4.517 -3.105 1.062
C 2.641 1.985 0.401
C 1.206 2.435 0.748
H 1.147 3.526 0.639
H 0.981 2.187 1.785
H 3.078 2.621 -0.370
H 3.277 2.014 1.286
H 2.666 0.915 -2.180
H 1.652 -0.444 -1.673
H 0.985 2.491 -1.890
H -0.102 1.110 -2.026
H -1.065 1.392 1.427
H -1.662 0.979 -0.183
H -0.205 -1.006 -0.278
H -1.912 -0.793 2.248
H -1.177 -2.293 1.651
H -3.376 0.560 1.999
H -5.413 1.828 1.639
H -6.932 1.261 -0.227
H -6.372 -0.613 -1.724
H -4.964 -2.377 -2.395
H -3.242 -2.078 -2.106
H -4.128 -3.161 -1.045
*
```

Summary:
electronic energy = -1054.1094 Ha
relative energy (zero: lowest compared OMol25 entry of this formula, charge and spin) = 19.25 kcal per mole
SMILES string = Cc1ccccc1OC[C@H](O)CN1CC[NH+](c2ccccn2)CC1
LUMO energy = -2.534 eV
Kohn-Sham gap = 8.120 eV

Results of the Mulliken charge analysis, in e, for atoms 1 through 2: atom 1 (C): -1.30, atom 2 (C): 0.79

=====

A cluster of 6 separate species, C45H36BF5O4 in total, computed with ωB97M-V/def2-TZVPD.

Geometry as ORCA input:
```
! wB97M-V def2-TZVPD RIJCOSX def2/J DEFGRID3
* xyz 0 1
C 1.481 3.493 -3.379
O 1.022 2.254 -3.933
B 0.112 2.418 -4.972
O 0.440 2.017 -6.249
C -1.286 3.064 -4.623
C -2.034 2.622 -3.530
C -3.247 3.224 -3.209
C -3.712 4.279 -3.979
C -2.959 4.719 -5.075
C -1.756 4.117 -5.415
C -3.490 5.881 -5.846
O -3.452 5.948 -7.045
C -4.115 6.926 -4.988
C -3.958 8.284 -5.228
C -4.585 9.182 -4.370
C -5.369 8.743 -3.307
C -5.526 7.384 -3.069
C -4.880 6.481 -3.907
C -4.973 5.010 -3.679
O -5.979 4.468 -3.313
H 1.194 3.551 -2.331
H 1.052 4.362 -3.882
H 2.561 3.538 -3.478
H 1.096 2.605 -6.637
H -1.671 1.824 -2.899
H -3.824 2.886 -2.361
H -1.208 4.469 -6.276
H -3.351 8.627 -6.049
H -4.446 10.239 -4.540
H -5.862 9.452 -2.661
H -6.124 6.981 -2.267
F -1.945 0.513 -1.394
C -1.001 -0.197 -0.728
C 0.270 -0.266 -1.264
C 1.239 -0.986 -0.579
C 0.925 -1.622 0.613
C -0.361 -1.540 1.128
C -1.338 -0.818 0.456
H 0.492 0.237 -2.198
H 2.244 -1.048 -0.978
H 1.680 -2.179 1.142
H -0.602 -2.040 2.055
H -2.345 -0.734 0.842
F 1.090 1.237 2.086
C 2.174 2.033 2.061
C 2.461 2.813 3.164
C 3.584 3.628 3.133
C 4.394 3.659 2.006
C 4.083 2.870 0.907
C 2.968 2.045 0.931
H 1.813 2.778 4.030
H 3.826 4.240 3.992
H 5.266 4.298 1.985
H 4.711 2.895 0.027
H 2.710 1.416 0.089
F 3.620 -2.730 1.492
C 3.978 -2.733 2.795
C 3.268 -1.946 3.681
C 3.633 -1.956 5.019
C 4.697 -2.739 5.448
C 5.398 -3.518 4.537
C 5.036 -3.522 3.198
H 2.446 -1.339 3.324
H 3.084 -1.350 5.727
H 4.980 -2.741 6.493
H 6.229 -4.125 4.869
H 5.563 -4.127 2.472
F 0.519 -3.693 3.310
C -0.171 -4.457 4.189
C -1.399 -4.952 3.811
C -2.103 -5.742 4.708
C -1.572 -6.016 5.960
C -0.330 -5.505 6.317
C 0.384 -4.720 5.424
H -1.796 -4.719 2.831
H -3.066 -6.145 4.426
H -2.125 -6.632 6.657
H 0.083 -5.717 7.294
H 1.356 -4.317 5.675
F -0.750 -7.358 2.553
C -0.423 -7.298 1.246
C -0.715 -8.374 0.432
C -0.383 -8.305 -0.913
C 0.238 -7.173 -1.422
C 0.526 -6.103 -0.585
C 0.192 -6.159 0.760
H -1.194 -9.250 0.851
H -0.611 -9.138 -1.565
H 0.497 -7.124 -2.472
H 1.013 -5.221 -0.978
H 0.404 -5.333 1.425
*
```

Summary:
electronic energy = -2561.5978 Ha
relative energy (zero: lowest compared OMol25 entry of this formula, charge and spin) = 0.00 kcal per mole
SMILES string = COB(O)c1ccc2c(c1)C(=O)c1ccccc1C2=O.Fc1ccccc1.Fc1ccccc1.Fc1ccccc1.Fc1ccccc1.Fc1ccccc1
LUMO energy = -0.443 eV
Kohn-Sham gap = 8.687 eV

Results of the Mulliken charge analysis, in e, for atoms 1 through 2: atom 1 (C): -0.74, atom 2 (O): -0.50

=====

The ion CH2OPS2 with charge -1 in a non-equilibrium geometry, computed with ωB97M-V/def2-TZVPD.

Geometry as ORCA input:
```
! wB97M-V def2-TZVPD RIJCOSX def2/J DEFGRID3
* xyz -1 3
C 0.984 1.056 -0.021
O 1.455 0.010 -0.421
P -0.650 -1.034 -0.451
S 1.616 2.545 0.167
S -0.864 0.818 0.449
H -2.045 -1.483 -0.294
H -0.496 -1.911 0.570
*
```

Summary:
electronic energy = -1252.1785 Ha
expectation value of S² = 2.007
LUMO energy (spin up / spin down) = 3.479 / 1.762 eV
Kohn-Sham gap (spin up / spin down) = 3.463 / 5.962 eV

Results of the Mulliken charge analysis, in e, for atoms 1 through 2: atom 1 (C): 0.41, atom 2 (O): -0.63